Record 1
{"formula": "C36H41ClF4I2NO", "method": "ωB97M-V/def2-TZVPD", "elements": ["C", "C", "I", "C", "I", "C", "Cl", "C", "C", "C", "C", "N", "O", "C", "C", "C", "C", "H", "H", "H", "H", "H", "H", "H", "H", "H", "H", "H", "H", "H", "H", "H", "H", "H", "H", "H", "H", "H", "F", "C", "C", "C", "C", "C", "C", "H", "H", "H", "H", "H", "F", "C", "C", "C", "C", "C", "C", "H", "H", "H", "H", "H", "F", "C", "C", "C", "C", "C", "C", "H", "H", "H", "H", "H", "F", "C", "C", "C", "C", "C", "C", "H", "H", "H", "H", "H"], "coordinates": [[3.4347, -3.6756, 3.0563], [2.4073, -4.2048, 2.0673], [2.6973, -6.3182, 1.7016], [2.2524, -3.4719, 0.7391], [4.0646, -3.5180, -0.4102], [1.6158, -2.0423, 0.8369], [1.2941, -1.5774, -0.9142], [2.5234, -0.9409, 1.4250], [2.1432, -0.2352, 2.7531], [1.6213, 1.1807, 2.4423], [3.3538, -0.1037, 3.6934], [1.0927, -0.9838, 3.4876], [0.9099, -0.5830, 4.6770], [-0.1263, -1.5367, 2.8329], [-1.1633, -0.4121, 2.6553], [-0.6987, -2.5951, 3.7774], [0.2002, -2.1854, 1.4645], [3.7952, -4.4606, 3.7247], [4.3022, -3.2597, 2.5361], [2.9810, -2.9034, 3.6791], [1.4154, -4.2370, 2.5217], [1.5504, -4.0401, 0.1223], [3.5331, -1.3465, 1.5019], [2.5874, -0.1503, 0.6733], [2.4429, 1.7564, 1.9987], [1.3034, 1.6738, 3.3635], [0.7983, 1.1781, 1.7284], [3.3190, -0.8510, 4.4869], [4.2836, -0.2117, 3.1386], [3.3611, 0.8746, 4.1830], [-1.1745, 0.2296, 3.5381], [-0.9685, 0.1993, 1.7711], [-2.1568, -0.8567, 2.5315], [-0.0204, -3.4475, 3.8808], [-1.6537, -2.9581, 3.3823], [-0.8642, -2.1636, 4.7646], [-0.0203, -3.2565, 1.5297], [-0.5263, -1.7959, 0.7491], [-2.7522, 2.0116, -3.1000], [-2.1054, 1.0602, -3.8172], [-2.3729, 0.9373, -5.1648], [-1.7111, -0.0563, -5.8752], [-0.8140, -0.9043, -5.2391], [-0.5713, -0.7509, -3.8815], [-1.2114, 0.2433, -3.1595], [-3.0818, 1.6004, -5.6419], [-1.9070, -0.1695, -6.9332], [-0.3128, -1.6833, -5.7967], [0.1031, -1.4122, -3.3564], [-1.0235, 0.3765, -2.1027], [-6.6338, 6.9004, -5.2860], [-6.6815, 5.5845, -4.9889], [-5.5015, 4.9235, -4.7150], [-5.5595, 3.5704, -4.4106], [-6.7795, 2.9081, -4.3833], [-7.9491, 3.6014, -4.6628], [-7.9092, 4.9541, -4.9704], [-4.5645, 5.4627, -4.7419], [-4.6475, 3.0384, -4.1781], [-6.8172, 1.8542, -4.1419], [-8.9018, 3.0888, -4.6428], [-8.8055, 5.5171, -5.1910], [6.5045, -1.0163, 1.8302], [7.4132, -0.1167, 1.3870], [8.3026, 0.4254, 2.2911], [9.2259, 1.3511, 1.8253], [9.2448, 1.7140, 0.4857], [8.3348, 1.1487, -0.3970], [7.4035, 0.2219, 0.0496], [8.2659, 0.1257, 3.3293], [9.9342, 1.7890, 2.5160], [9.9676, 2.4357, 0.1305], [8.3462, 1.4295, -1.4418], [6.6836, -0.2352, -0.6157], [-3.4773, -2.2486, 0.7841], [-4.1214, -1.0619, 0.6795], [-3.5372, -0.0570, -0.0630], [-4.1988, 1.1582, -0.1676], [-5.4203, 1.3466, 0.4648], [-5.9814, 0.3159, 1.2063], [-5.3321, -0.9059, 1.3217], [-2.5855, -0.2308, -0.5460], [-3.7566, 1.9544, -0.7508], [-5.9336, 2.2946, 0.3785], [-6.9328, 0.4597, 1.7012], [-5.7500, -1.7243, 1.8917]], "mulliken_spin": [0.025, 0.010, 0.000, -0.014, 0.000, -0.005, 0.000, 0.017, 0.003, 0.045, 0.006, 0.364, 0.538, -0.028, 0.054, 0.017, 0.022, 0.000, -0.003, -0.012, -0.003, 0.000, -0.005, -0.002, -0.001, 0.001, -0.005, 0.004, -0.004, -0.001, -0.010, -0.004, 0.000, -0.011, 0.000, 0.005, 0.000, -0.002, 0.000, 0.000, 0.000, 0.000, 0.000, 0.000, 0.000, 0.000, 0.000, 0.000, 0.000, 0.000, 0.000, 0.000, 0.000, 0.000, 0.000, 0.000, 0.000, 0.000, 0.000, 0.000, 0.000, 0.000, 0.000, 0.000, 0.000, 0.000, 0.000, 0.000, 0.000, 0.000, 0.000, 0.000, 0.000, 0.000, 0.000, 0.001, 0.000, 0.000, 0.000, 0.000, 0.000, -0.001, 0.000, 0.000, 0.000, 0.000], "multiplicity": 2, "gap_ha": [0.312, 0.339], "relative_energy_kcal_mol": 0.00, "homo_energy_ev": [-8.26, -9.08]}

Record 2
{"formula": "C8H24BaF3O8", "method": "ωB97M-V/def2-TZVPD", "elements": ["Ba", "O", "H", "O", "H", "C", "O", "O", "C", "F", "F", "F", "C", "C", "H", "H", "H", "H", "H", "H", "C", "O", "H", "H", "H", "H", "C", "O", "H", "H", "H", "H", "C", "O", "H", "H", "H", "H", "C", "O", "H", "H", "H", "H"], "coordinates": [[1.0835, -0.8717, 0.2158], [3.7506, 1.6536, 1.6051], [3.4754, 1.6222, 2.5420], [4.4008, -2.1898, -1.5411], [4.1796, -3.1378, -1.6241], [-3.0251, 1.8573, 1.0714], [-1.8233, 2.3684, 0.4443], [-2.7265, 0.4999, 1.0377], [-3.3960, 2.6770, 2.4311], [-4.0706, 1.8981, 3.3210], [-2.3265, 3.1428, 3.0815], [-4.2130, 3.6374, 2.1426], [-1.7432, 3.7599, 0.0305], [-0.5516, 3.9638, -0.8761], [-0.8921, 3.6227, -1.8537], [-0.2845, 5.0130, -1.0024], [0.2849, 3.3691, -0.5091], [-1.5570, 4.3795, 0.9078], [-2.6183, 4.1112, -0.5162], [-3.8276, 1.9991, 0.3474], [-2.0714, -1.1915, -3.7984], [-1.4630, -2.1843, -2.9362], [-1.9819, -0.2082, -3.3366], [-1.6542, -1.2532, -4.8035], [-3.1328, -1.4249, -3.8820], [-1.8203, -3.0576, -3.1128], [-0.4988, -5.5697, 1.4841], [0.5305, -5.1611, 0.6442], [-1.4095, -5.6541, 0.8911], [-0.3125, -6.4891, 2.0392], [-0.8170, -4.7784, 2.1628], [0.7088, -6.0040, 0.2207], [3.2145, 1.1953, -5.2815], [2.7218, 0.6646, -4.0431], [2.7938, 0.6907, -6.1513], [3.1823, 2.2799, -5.3855], [4.2566, 0.8911, -5.3793], [3.4197, 0.1119, -3.6838], [1.4312, -0.9642, 5.7174], [2.0729, -1.4411, 4.5629], [1.3389, -1.7250, 6.4924], [1.9044, -0.0830, 6.1506], [0.4539, -0.5887, 5.4141], [3.0125, -1.4311, 4.7593]], "lowdin_charge": [1.587, -0.632, -0.212, -0.631, -0.211, -0.452, -0.152, -0.300, -0.591, 0.096, 0.136, 0.158, -0.283, -0.086, 0.066, 0.072, 0.076, 0.104, 0.112, 0.123, -0.126, -0.153, 0.082, 0.074, 0.073, 0.066, -0.194, -0.111, 0.076, 0.084, 0.080, 0.080, -0.164, -0.129, 0.065, 0.073, 0.073, 0.063, -0.179, -0.124, 0.072, 0.079, 0.080, 0.080], "gap_ha": 0.194, "relative_energy_kcal_mol": 123.89, "total_charge": -1, "homo_energy_ev": -3.98}

Record 3
{"formula": "C5H11O2", "method": "ωB97M-V/def2-TZVPD", "elements": ["C", "C", "C", "O", "O", "H", "H", "H", "H", "H", "C", "C", "H", "H", "H", "H", "H", "H"], "coordinates": [[0.9469, -1.2474, -0.2621], [2.4514, -1.1172, -0.4031], [0.3480, -0.6575, 1.0906], [-0.8429, -0.9834, 1.2682], [1.1172, 0.0018, 1.8201], [0.3646, -0.6189, -0.9516], [0.5603, -2.2604, -0.3171], [2.9169, -1.6109, -1.2366], [2.9045, -1.3998, 0.5452], [2.6409, -0.0480, -0.6011], [-1.4008, 2.0079, -1.9018], [-2.4718, 1.5987, -0.8702], [-0.4274, 1.6465, -1.5540], [-1.5484, 1.5747, -2.8873], [-1.4099, 3.0833, -1.8588], [-3.2441, 0.9130, -1.2095], [-2.8380, 2.4030, -0.2213], [-2.1552, 0.9511, -0.0360]], "lowdin_charge": [-0.204, -0.143, -0.764, -0.108, -0.087, 0.078, 0.083, 0.037, 0.063, 0.067, -0.154, -0.174, 0.052, 0.054, 0.044, 0.052, 0.056, 0.049], "gap_ha": 0.285, "relative_energy_kcal_mol": 15.91, "total_charge": -1, "homo_energy_ev": -3.85}

Record 4
{"formula": "C5H5NS2", "method": "ωB97M-V/def2-TZVPD", "elements": ["N", "C", "C", "S", "C", "C", "C", "S", "H", "H", "H", "H", "H"], "coordinates": [[-3.5543, 0.1948, 0.7808], [-2.6380, 0.1875, 0.0787], [-1.3886, 0.0567, -0.7534], [-0.7649, -1.5135, -0.1374], [0.9186, -0.6729, -0.2605], [2.1725, -0.1630, 0.4311], [0.7419, 0.5754, 0.6069], [-0.2799, 1.6806, -0.2312], [-1.7237, 0.1542, -1.7672], [0.7910, -0.1745, -1.3434], [2.9105, 0.1352, -0.3721], [2.5815, -0.4947, 1.4352], [0.2335, 0.0342, 1.5324]], "lowdin_charge": [0.144, -0.383, -0.714, 0.894, -0.579, -0.057, -0.713, 0.887, 0.065, 0.104, 0.115, 0.116, 0.121], "smiles": "N#CC1S[C@@H]2C[C@H]2S1", "gap_ha": 0.339, "relative_energy_kcal_mol": 92.49, "homo_energy_ev": -9.30}

Record 5
{"formula": "C22H21Cl2MnN2S3", "method": "ωB97M-V/def2-TZVPD", "elements": ["Mn", "C", "N", "C", "C", "N", "C", "C", "C", "C", "C", "C", "C", "S", "C", "C", "C", "C", "C", "C", "S", "H", "H", "H", "H", "H", "H", "H", "H", "H", "H", "H", "H", "H", "H", "H", "H", "H", "H", "Cl", "C", "C", "C", "C", "C", "Cl", "C", "S", "H", "H", "H"], "coordinates": [[0.7272, 1.0677, -0.5861], [-1.0855, 2.2863, 1.8245], [-1.3241, 1.3592, 0.6895], [-1.6193, 0.0106, 1.1835], [-1.5697, -0.9935, 0.0730], [-0.2144, -1.0805, -0.4888], [0.6858, -1.8372, 0.4299], [-0.1778, -1.7097, -1.7897], [-1.0753, -2.7321, -2.0930], [-1.0086, -3.4055, -3.3038], [-0.0182, -3.0498, -4.2115], [0.8870, -2.0383, -3.9006], [0.8330, -1.3377, -2.6855], [2.0224, -0.0879, -2.3232], [-2.3660, 1.9081, -0.1566], [-3.7015, 1.8163, 0.2374], [-4.7139, 2.3730, -0.5267], [-4.3791, 3.0316, -1.7053], [-3.0492, 3.1406, -2.0897], [-2.0063, 2.5935, -1.3200], [-0.3325, 2.8237, -1.8222], [-1.9878, 2.3960, 2.4311], [-0.8097, 3.2630, 1.4233], [-0.2786, 1.9007, 2.4473], [-2.5921, -0.0491, 1.6714], [-0.8701, -0.2189, 1.9389], [-2.2523, -0.7085, -0.7254], [-1.8961, -1.9555, 0.4723], [0.2978, -2.8483, 0.5792], [0.7682, -1.3341, 1.3980], [1.6731, -1.8933, -0.0227], [-1.8468, -3.0060, -1.3778], [-1.7167, -4.1975, -3.5279], [0.0518, -3.5609, -5.1659], [1.6629, -1.7596, -4.6062], [-3.9577, 1.3054, 1.1619], [-5.7440, 2.2923, -0.2069], [-5.1567, 3.4732, -2.3215], [-2.7829, 3.6502, -3.0114], [2.2133, 1.6541, 1.1138], [3.3686, 0.6181, 2.0098], [4.6681, 0.7036, 1.5352], [5.6717, 0.0136, 2.1807], [5.3399, -0.7584, 3.2841], [4.0257, -0.8504, 3.7185], [3.7404, -1.8743, 5.0979], [2.9252, -0.1653, 3.1083], [1.2834, -0.3006, 3.6496], [4.8793, 1.3006, 0.6547], [6.6997, 0.0810, 1.8347], [6.1084, -1.3096, 3.8199]], "mulliken_spin": [4.816, 0.022, 0.012, 0.049, -0.011, -0.037, 0.029, 0.019, 0.006, 0.005, 0.000, -0.001, -0.019, 0.053, 0.001, 0.003, 0.006, -0.001, 0.002, -0.006, 0.045, 0.002, 0.002, 0.000, 0.005, -0.046, -0.016, -0.002, 0.005, 0.001, 0.004, 0.000, 0.001, 0.000, 0.000, 0.000, 0.000, 0.000, -0.001, 0.036, 0.016, -0.001, -0.001, 0.002, 0.000, 0.000, 0.003, 0.000, 0.000, 0.000, 0.000], "multiplicity": 6, "gap_ha": [0.263, 0.265], "total_charge": -1, "homo_energy_ev": [-4.43, -4.47]}

Copy entry 5 word for word.
{"formula": "C22H21Cl2MnN2S3", "method": "ωB97M-V/def2-TZVPD", "elements": ["Mn", "C", "N", "C", "C", "N", "C", "C", "C", "C", "C", "C", "C", "S", "C", "C", "C", "C", "C", "C", "S", "H", "H", "H", "H", "H", "H", "H", "H", "H", "H", "H", "H", "H", "H", "H", "H", "H", "H", "Cl", "C", "C", "C", "C", "C", "Cl", "C", "S", "H", "H", "H"], "coordinates": [[0.7272, 1.0677, -0.5861], [-1.0855, 2.2863, 1.8245], [-1.3241, 1.3592, 0.6895], [-1.6193, 0.0106, 1.1835], [-1.5697, -0.9935, 0.0730], [-0.2144, -1.0805, -0.4888], [0.6858, -1.8372, 0.4299], [-0.1778, -1.7097, -1.7897], [-1.0753, -2.7321, -2.0930], [-1.0086, -3.4055, -3.3038], [-0.0182, -3.0498, -4.2115], [0.8870, -2.0383, -3.9006], [0.8330, -1.3377, -2.6855], [2.0224, -0.0879, -2.3232], [-2.3660, 1.9081, -0.1566], [-3.7015, 1.8163, 0.2374], [-4.7139, 2.3730, -0.5267], [-4.3791, 3.0316, -1.7053], [-3.0492, 3.1406, -2.0897], [-2.0063, 2.5935, -1.3200], [-0.3325, 2.8237, -1.8222], [-1.9878, 2.3960, 2.4311], [-0.8097, 3.2630, 1.4233], [-0.2786, 1.9007, 2.4473], [-2.5921, -0.0491, 1.6714], [-0.8701, -0.2189, 1.9389], [-2.2523, -0.7085, -0.7254], [-1.8961, -1.9555, 0.4723], [0.2978, -2.8483, 0.5792], [0.7682, -1.3341, 1.3980], [1.6731, -1.8933, -0.0227], [-1.8468, -3.0060, -1.3778], [-1.7167, -4.1975, -3.5279], [0.0518, -3.5609, -5.1659], [1.6629, -1.7596, -4.6062], [-3.9577, 1.3054, 1.1619], [-5.7440, 2.2923, -0.2069], [-5.1567, 3.4732, -2.3215], [-2.7829, 3.6502, -3.0114], [2.2133, 1.6541, 1.1138], [3.3686, 0.6181, 2.0098], [4.6681, 0.7036, 1.5352], [5.6717, 0.0136, 2.1807], [5.3399, -0.7584, 3.2841], [4.0257, -0.8504, 3.7185], [3.7404, -1.8743, 5.0979], [2.9252, -0.1653, 3.1083], [1.2834, -0.3006, 3.6496], [4.8793, 1.3006, 0.6547], [6.6997, 0.0810, 1.8347], [6.1084, -1.3096, 3.8199]], "mulliken_spin": [4.816, 0.022, 0.012, 0.049, -0.011, -0.037, 0.029, 0.019, 0.006, 0.005, 0.000, -0.001, -0.019, 0.053, 0.001, 0.003, 0.006, -0.001, 0.002, -0.006, 0.045, 0.002, 0.002, 0.000, 0.005, -0.046, -0.016, -0.002, 0.005, 0.001, 0.004, 0.000, 0.001, 0.000, 0.000, 0.000, 0.000, 0.000, -0.001, 0.036, 0.016, -0.001, -0.001, 0.002, 0.000, 0.000, 0.003, 0.000, 0.000, 0.000, 0.000], "multiplicity": 6, "gap_ha": [0.263, 0.265], "total_charge": -1, "homo_energy_ev": [-4.43, -4.47]}